{
  "formula": "C5H10O2",
  "method": "ωB97M-V/def2-TZVPD",
  "symbols": ["C", "C", "O", "C", "C", "C", "O", "H", "H", "H", "H", "H", "H", "H", "H", "H", "H"],
  "positions_angstrom": [[-2.2196, -0.3636, -0.2108], [-0.7317, -0.3605, -0.5360], [-0.3744, 0.7593, -1.3335], [0.1224, -0.4439, 0.7315], [1.6149, -0.3456, 0.4259], [2.0263, 1.0309, -0.0480], [1.5843, 2.0542, 0.4252], [-2.5066, -1.2894, 0.3003], [-2.4696, 0.4775, 0.4480], [-2.8089, -0.2716, -1.1275], [-0.4991, -1.2235, -1.1733], [-0.4233, 1.5500, -0.7758], [-0.1537, 0.3683, 1.4167], [-0.0964, -1.3872, 1.2468], [1.9242, -1.1047, -0.3025], [2.1984, -0.5158, 1.3423], [2.8129, 1.0655, -0.8294]],
  "atomic_forces_ev_per_a": [[-0.05, 0.01, 0.02], [-0.06, -0.27, 0.10], [-0.02, 0.19, 0.10], [-0.04, 0.03, 0.04], [0.01, -0.02, 0.00], [-0.08, 0.27, 0.22], [0.21, -0.38, -0.21], [0.04, 0.13, -0.07], [0.04, -0.10, -0.10], [0.08, -0.02, 0.12], [-0.04, 0.07, 0.09], [0.02, -0.09, -0.15], [0.00, -0.09, -0.10], [0.04, 0.14, -0.08], [-0.02, 0.15, 0.07], [-0.05, -0.05, -0.13], [-0.09, 0.05, 0.08]],
  "homo_energy_ev": -9.859,
  "e_above_lowest_kj_mol": 116.8,
  "homo_lumo_gap_ha": 0.3985,
  "smiles": "C[C@@H](O)CCC=O",
  "lumo_energy_ev": 0.99,
  "energy_ha": -346.980929,
  "multiplicity": 1
}


{
  "formula": "H2NO3S",
  "method": "ωB97M-V/def2-TZVPD",
  "symbols": ["N", "O", "O", "O", "S", "H", "H"],
  "positions_angstrom": [[-1.1139, -0.9175, -0.0577], [2.2974, -0.6821, -0.4455], [1.0846, 1.3463, 0.2001], [-1.6837, 0.3062, -0.5686], [1.3821, -0.0604, 0.4985], [-1.2020, -0.7220, 1.0052], [-0.7645, 0.7296, -0.6321]],
  "atomic_forces_ev_per_a": [[0.49, 0.04, 2.53], [0.28, -0.32, -0.32], [-0.43, 0.17, -0.18], [2.50, 0.64, -0.28], [-0.98, -0.43, 0.19], [0.09, -0.69, -1.64], [-1.95, 0.59, -0.30]],
  "homo_energy_ev": [-3.763, -2.456],
  "e_above_lowest_kj_mol": 379.1,
  "homo_lumo_gap_ha": [0.2818, 0.2353],
  "lumo_energy_ev": [3.90, 3.95],
  "energy_ha": -679.801403,
  "multiplicity": 1,
  "total_charge": -1
}


{
  "formula": "C4H10N2O2",
  "method": "ωB97M-V/def2-TZVPD",
  "symbols": ["C", "C", "C", "N", "C", "N", "O", "O", "H", "H", "H", "H", "H", "H", "H", "H", "H", "H"],
  "positions_angstrom": [[-0.9442, -0.3480, -0.4057], [-1.6308, 0.4607, -1.4173], [2.0959, 0.1399, -0.4864], [1.2531, -0.3928, 0.5872], [-0.0526, 0.3503, 0.6971], [-0.8536, -0.4025, 1.8116], [-0.9480, -1.6246, -0.5598], [-0.0987, 1.6164, 0.6613], [-0.4538, -1.9900, 0.2141], [1.7271, -0.2480, 1.4744], [-1.5053, 0.2787, 2.1847], [-0.2510, -0.7561, 2.5490], [-2.2057, 1.2266, -0.8926], [-0.8668, 1.0250, -1.9631], [-2.2086, -0.1273, -2.1270], [2.1684, 1.2322, -0.4545], [3.0920, -0.2982, -0.4135], [1.6826, -0.1423, -1.4597]],
  "atomic_forces_ev_per_a": [[1.11, -0.22, -1.25], [-0.24, -0.12, 0.02], [-0.13, 0.13, 0.07], [-0.43, 0.03, 0.27], [-0.99, -1.06, 0.18], [0.67, 0.49, -0.04], [-0.19, 0.63, 0.30], [0.11, -0.13, 0.05], [0.12, 0.14, -0.20], [-0.03, 0.03, -0.04], [0.21, 0.02, 0.16], [-0.08, 0.18, 0.04], [-0.04, 0.01, -0.08], [0.12, -0.02, 0.25], [-0.15, -0.01, 0.19], [0.00, -0.07, 0.02], [-0.07, 0.01, -0.01], [0.01, -0.04, 0.04]],
  "homo_energy_ev": -8.316,
  "e_above_lowest_kj_mol": 371.2,
  "homo_lumo_gap_ha": 0.3022,
  "lumo_energy_ev": -0.09,
  "energy_ha": -418.319581,
  "multiplicity": 1
}


{
  "formula": "C6H14O",
  "method": "ωB97M-V/def2-TZVPD",
  "symbols": ["C", "C", "C", "C", "C", "C", "O", "H", "H", "H", "H", "H", "H", "H", "H", "H", "H", "H", "H", "H", "H"],
  "positions_angstrom": [[-1.6813, -0.6270, -1.1422], [-1.1932, -0.3232, 0.2747], [-2.2269, 0.5078, 1.0371], [0.1584, 0.4018, 0.2755], [1.2912, -0.3832, -0.3395], [2.7574, 0.5025, -0.0951], [1.5322, -1.6144, 0.2913], [-2.6656, -1.1079, -1.1190], [-0.9990, -1.3004, -1.6726], [-1.7762, 0.2969, -1.7287], [-1.0456, -1.2751, 0.8018], [-3.1939, -0.0060, 1.0783], [-2.3856, 1.4773, 0.5461], [-1.9048, 0.7023, 2.0668], [0.4390, 0.6265, 1.3138], [0.0856, 1.3505, -0.2709], [1.2399, -0.4844, -1.4288], [2.9189, 0.8743, 0.9373], [2.5525, 1.3327, -0.7484], [3.7271, 0.0565, -0.4295], [2.3696, -1.0075, 0.3518]],
  "atomic_forces_ev_per_a": [[0.00, -0.03, -0.06], [0.07, -0.03, -0.03], [-0.03, 0.01, 0.03], [0.00, 0.14, -0.07], [0.95, 2.36, -0.60], [-1.19, 0.35, -0.64], [1.79, 0.97, 0.29], [0.14, 0.06, 0.00], [-0.09, 0.11, 0.07], [0.02, -0.12, 0.08], [-0.04, 0.12, -0.06], [0.14, 0.06, -0.01], [0.03, -0.14, 0.06], [-0.03, -0.03, -0.16], [-0.06, 0.01, -0.16], [-0.16, 0.03, 0.12], [-0.25, 0.04, 0.02], [-0.53, -0.31, -0.45], [0.34, 0.69, -0.12], [-1.02, -0.20, 0.01], [-0.09, -4.10, 1.66]],
  "homo_energy_ev": -10.035,
  "e_above_lowest_kj_mol": 225.1,
  "homo_lumo_gap_ha": 0.4060,
  "lumo_energy_ev": 1.01,
  "energy_ha": -312.169315,
  "multiplicity": 1
}


{
  "formula": "C17H11FO5Rb",
  "method": "ωB97M-V/def2-TZVPD",
  "symbols": ["Rb", "C", "C", "O", "C", "O", "O", "F", "H", "H", "H", "C", "C", "C", "C", "C", "C", "C", "O", "C", "C", "C", "C", "C", "C", "C", "O", "H", "H", "H", "H", "H", "H", "H", "H"],
  "positions_angstrom": [[13.3701, 4.4281, 27.0398], [17.1905, 6.2829, 22.3605], [17.7749, 7.1084, 23.4960], [16.9838, 6.6984, 24.6080], [16.1993, 5.6841, 24.2834], [15.4167, 5.1777, 25.0326], [16.4066, 5.2752, 23.0170], [17.6208, 8.4459, 23.3235], [18.0016, 5.9111, 21.7385], [16.4536, 6.8252, 21.7623], [18.8408, 6.9144, 23.6290], [13.7994, 7.0829, 32.2414], [14.6512, 7.2957, 33.3397], [16.0150, 7.2442, 33.0646], [16.5084, 6.8424, 31.8388], [15.6360, 6.5365, 30.7825], [14.2592, 6.7159, 30.9931], [16.1340, 6.0579, 29.4797], [15.3615, 5.7349, 28.5884], [17.6148, 6.1079, 29.2400], [18.0503, 5.9276, 27.9329], [19.4125, 6.0735, 27.6868], [20.3150, 6.3772, 28.7036], [19.8420, 6.4263, 30.0171], [18.4837, 6.3664, 30.2907], [17.9733, 6.6972, 31.6597], [18.7653, 6.8930, 32.5511], [12.7529, 7.3033, 32.4236], [14.3393, 7.6846, 34.2957], [16.6468, 7.6060, 33.8675], [13.5453, 6.4493, 30.2286], [17.4735, 5.6263, 27.0729], [19.7541, 5.8566, 26.6809], [21.3717, 6.2027, 28.5459], [20.5275, 6.6808, 30.8157]],
  "atomic_forces_ev_per_a": [[0.41, 0.18, -0.08], [-0.45, 0.42, -0.50], [-0.32, 0.12, -0.22], [0.90, 0.79, 0.28], [-0.32, -0.84, -0.56], [-0.22, -0.14, 0.20], [0.35, 0.03, 0.47], [-0.13, -0.32, 0.00], [-0.36, -0.56, -0.01], [0.51, 0.39, -0.07], [-0.16, 0.03, 0.52], [-0.53, 0.51, 1.28], [0.76, 0.41, -1.98], [-0.49, 0.36, 1.22], [-0.01, -0.34, -0.43], [-0.61, 0.11, 0.74], [0.48, -0.64, 0.28], [0.52, 0.50, -0.19], [-0.23, -0.36, -0.04], [-1.70, -0.30, -0.41], [1.52, 0.06, 0.02], [-0.07, -0.12, -0.14], [-0.52, -1.77, 0.53], [0.44, 1.08, -0.16], [0.07, 0.21, -0.33], [0.71, 0.10, -0.28], [-0.21, -0.01, 0.27], [-0.11, -0.36, -0.32], [-0.37, -0.22, 0.02], [0.52, -0.42, -0.28], [0.07, 0.28, -0.22], [-0.72, 0.16, 0.39], [0.20, 0.20, 0.05], [0.10, 0.75, -0.16], [-0.05, -0.29, 0.11]],
  "homo_energy_ev": -12.137,
  "e_above_lowest_kj_mol": 40.2,
  "homo_lumo_gap_ha": 0.3145,
  "lumo_energy_ev": -3.58,
  "energy_ha": -1154.429670,
  "multiplicity": 1,
  "total_charge": 1
}


{
  "formula": "C39H42FMoN4O5S5",
  "method": "ωB97M-V/def2-TZVPD",
  "symbols": ["Mo", "C", "C", "C", "C", "C", "C", "C", "F", "C", "C", "C", "O", "C", "C", "N", "C", "C", "O", "O", "H", "H", "H", "H", "H", "H", "H", "H", "H", "H", "H", "N", "C", "C", "C", "C", "N", "H", "H", "H", "H", "H", "H", "H", "H", "H", "H", "H", "H", "O", "C", "C", "C", "C", "C", "S", "C", "C", "C", "C", "S", "C", "C", "C", "C", "S", "H", "H", "H", "H", "H", "H", "H", "H", "H", "C", "O", "C", "S", "S", "H", "H", "H", "N", "C", "C", "C", "C", "C", "C", "H", "H", "H", "H", "H", "H", "H"],
  "positions_angstrom": [[-0.9812, 0.1461, -0.5416], [6.5936, 0.0791, -1.2644], [6.1363, -0.8593, -0.1508], [6.7403, -2.2415, -0.3563], [6.2913, -3.1938, 0.7405], [4.7903, -3.2586, 0.7557], [4.1367, -4.3949, 1.1819], [2.7474, -4.4465, 1.1896], [2.1451, -5.5584, 1.6158], [1.9880, -3.3892, 0.7728], [2.6310, -2.2261, 0.3345], [1.8333, -1.0944, -0.0795], [0.5754, -1.2235, -0.1818], [2.5305, 0.0986, -0.3620], [3.9036, 0.0964, -0.3642], [4.6532, -0.9701, -0.0911], [4.0388, -2.1494, 0.3261], [1.8186, 1.3705, -0.6700], [2.4238, 2.3754, -0.9545], [0.5128, 1.2961, -0.6183], [7.6690, -0.0289, -1.3916], [6.4014, 1.1275, -1.0448], [6.1108, -0.1814, -2.2077], [6.4741, -0.4688, 0.8141], [7.8247, -2.1484, -0.3644], [6.4247, -2.6290, -1.3292], [6.6539, -2.8447, 1.7120], [6.7087, -4.1873, 0.5807], [4.6986, -5.2543, 1.5244], [0.9086, -3.4259, 0.8103], [4.4070, 1.0161, -0.6231], [-1.6835, -2.0266, -0.9922], [-2.4558, -2.5320, -2.1527], [-1.9518, -1.9668, -3.4678], [-0.4459, -2.1509, -3.6937], [0.2118, -0.8298, -4.0583], [0.0861, 0.1591, -2.9555], [-0.8012, -2.5252, -0.9540], [-2.1741, -2.2787, -0.1380], [-3.4966, -2.2393, -2.0263], [-2.4034, -3.6245, -2.1687], [-2.1923, -0.9043, -3.4805], [-2.5210, -2.4299, -4.2740], [-0.2555, -2.8759, -4.4862], [0.0437, -2.5230, -2.7892], [-0.2443, -0.4419, -4.9723], [1.2699, -0.9993, -4.2625], [-0.5791, 0.8786, -3.2203], [0.9666, 0.6465, -2.8536], [-2.0922, -0.4016, 0.9395], [-2.6188, -0.1607, 2.2406], [-3.9527, 0.5743, 2.1262], [-5.0083, 0.1209, 1.3954], [-6.0962, 1.0306, 1.3519], [-5.8544, 2.1642, 2.0566], [-4.3051, 2.1370, 2.7929], [-2.8857, -1.5235, 2.8573], [-3.8252, -1.8810, 3.7703], [-3.6804, -3.2275, 4.2088], [-2.6404, -3.8633, 3.6150], [-1.8132, -2.8338, 2.5139], [-1.6055, 0.5383, 3.1529], [-1.7881, 1.2015, 4.3298], [-0.5716, 1.6457, 4.9184], [0.5180, 1.2839, 4.1999], [0.0846, 0.3936, 2.7965], [-5.0116, -0.8385, 0.8972], [-7.0179, 0.8379, 0.8228], [-6.4825, 3.0291, 2.1968], [-4.5984, -1.2100, 4.1164], [-4.3285, -3.6947, 4.9356], [-2.2916, -4.8735, 3.7560], [-2.7581, 1.3699, 4.7726], [-0.5330, 2.2198, 5.8326], [1.5596, 1.4744, 4.4037], [-1.8817, 3.2396, -3.9900], [-2.0859, 2.3240, -2.9027], [-3.1759, 1.5171, -2.9350], [-4.3035, 1.5392, -4.1136], [-3.3251, 0.5574, -1.5010], [-1.0252, 3.8495, -3.7140], [-2.7633, 3.8587, -4.1387], [-1.6874, 2.6934, -4.9149], [-1.6906, 2.2848, 0.2990], [-1.1003, 3.5690, 0.0646], [-1.7926, 4.5212, -0.6716], [-1.2620, 5.7922, -0.8280], [-0.0364, 6.1055, -0.2578], [0.6540, 5.1514, 0.4747], [0.1208, 3.8845, 0.6444], [-2.6785, 2.3198, 0.0774], [-1.5918, 2.0667, 1.2852], [-2.7575, 4.2673, -1.0980], [-1.8078, 6.5441, -1.3821], [0.3741, 7.0997, -0.3754], [1.6092, 5.3924, 0.9216], [0.6403, 3.1422, 1.2386]],
  "atomic_forces_ev_per_a": [[-2.41, -0.44, -1.45], [-0.15, 0.03, 0.10], [0.47, -0.01, -0.18], [-0.16, -0.06, 0.17], [0.01, 0.07, -0.09], [0.17, -0.16, 0.07], [0.06, 0.11, -0.02], [-0.15, 0.23, -0.10], [0.02, -0.09, 0.05], [-0.01, -0.11, 0.06], [0.19, -0.04, 0.04], [0.16, 0.30, -0.15], [0.28, -0.39, 0.58], [-0.34, -0.18, 0.16], [0.13, -0.08, -0.03], [-0.11, 0.23, 0.03], [-0.43, -0.15, 0.03], [0.39, -0.37, 0.06], [-0.02, 0.08, -0.06], [1.11, 1.56, 0.09], [0.01, -0.01, 0.03], [0.01, 0.01, -0.03], [0.02, 0.00, -0.01], [-0.07, -0.03, 0.02], [0.00, 0.04, -0.03], [0.07, 0.02, -0.04], [0.02, 0.00, -0.01], [-0.04, -0.02, 0.03], [0.01, -0.01, -0.02], [0.00, -0.03, 0.00], [0.02, -0.01, 0.00], [0.12, 0.06, -0.50], [-0.14, 0.08, -0.23], [0.10, -0.10, 0.11], [-0.07, 0.14, -0.02], [0.02, -0.27, 0.09], [-0.46, -0.13, 0.10], [0.03, -0.01, 0.07], [0.00, 0.15, 0.09], [0.01, -0.04, 0.08], [-0.02, 0.00, 0.09], [-0.09, 0.00, -0.06], [-0.02, 0.05, -0.02], [0.03, -0.03, 0.04], [0.07, -0.08, -0.06], [0.06, 0.05, 0.01], [0.01, 0.10, 0.00], [0.01, 0.15, -0.01], [0.00, 0.06, 0.06], [0.19, -0.02, 1.27], [-0.18, -0.02, 0.18], [0.23, 0.30, 0.03], [-0.03, -0.02, 0.06], [-0.13, -0.09, -0.07], [0.27, 0.13, 0.15], [-0.02, -0.16, -0.37], [0.12, -0.15, -0.16], [0.03, 0.03, -0.06], [-0.02, -0.09, 0.08], [0.18, 0.02, -0.10], [-0.14, 0.04, 0.17], [0.14, -0.03, -0.41], [-0.06, -0.01, -0.16], [-0.09, 0.04, 0.10], [0.13, -0.15, -0.20], [-0.15, 0.11, 0.09], [0.04, 0.00, -0.02], [0.01, 0.03, -0.02], [-0.08, -0.07, 0.00], [0.01, 0.01, 0.00], [0.00, -0.01, -0.01], [-0.09, -0.03, 0.01], [0.03, -0.03, 0.04], [0.05, -0.04, 0.01], [-0.03, 0.05, 0.05], [-0.03, 0.01, -0.15], [0.04, -0.30, -0.07], [-0.02, 0.54, -0.03], [0.10, -0.09, -0.03], [0.50, -0.29, 0.08], [0.00, -0.08, 0.10], [-0.03, 0.01, 0.04], [-0.02, 0.01, 0.03], [0.31, -0.40, 0.00], [0.12, 0.20, 0.07], [-0.06, -0.07, -0.05], [0.07, -0.06, 0.01], [0.06, 0.10, -0.02], [-0.04, -0.02, -0.01], [-0.07, -0.03, 0.02], [-0.14, -0.14, 0.09], [-0.13, 0.03, 0.17], [0.02, 0.03, 0.01], [-0.03, -0.02, -0.02], [0.01, -0.01, -0.01], [-0.01, 0.01, 0.00], [-0.02, 0.03, -0.01]],
  "homo_energy_ev": [-10.242, -10.240],
  "e_above_lowest_kj_mol": 84.8,
  "s2": 2.017,
  "homo_lumo_gap_ha": [0.2600, 0.2562],
  "lumo_energy_ev": [-3.17, -3.27],
  "energy_ha": -4265.486013,
  "multiplicity": 3,
  "total_charge": 1
}


Please write out number 5 again, unchanged.
{
  "formula": "C17H11FO5Rb",
  "method": "ωB97M-V/def2-TZVPD",
  "symbols": ["Rb", "C", "C", "O", "C", "O", "O", "F", "H", "H", "H", "C", "C", "C", "C", "C", "C", "C", "O", "C", "C", "C", "C", "C", "C", "C", "O", "H", "H", "H", "H", "H", "H", "H", "H"],
  "positions_angstrom": [[13.3701, 4.4281, 27.0398], [17.1905, 6.2829, 22.3605], [17.7749, 7.1084, 23.4960], [16.9838, 6.6984, 24.6080], [16.1993, 5.6841, 24.2834], [15.4167, 5.1777, 25.0326], [16.4066, 5.2752, 23.0170], [17.6208, 8.4459, 23.3235], [18.0016, 5.9111, 21.7385], [16.4536, 6.8252, 21.7623], [18.8408, 6.9144, 23.6290], [13.7994, 7.0829, 32.2414], [14.6512, 7.2957, 33.3397], [16.0150, 7.2442, 33.0646], [16.5084, 6.8424, 31.8388], [15.6360, 6.5365, 30.7825], [14.2592, 6.7159, 30.9931], [16.1340, 6.0579, 29.4797], [15.3615, 5.7349, 28.5884], [17.6148, 6.1079, 29.2400], [18.0503, 5.9276, 27.9329], [19.4125, 6.0735, 27.6868], [20.3150, 6.3772, 28.7036], [19.8420, 6.4263, 30.0171], [18.4837, 6.3664, 30.2907], [17.9733, 6.6972, 31.6597], [18.7653, 6.8930, 32.5511], [12.7529, 7.3033, 32.4236], [14.3393, 7.6846, 34.2957], [16.6468, 7.6060, 33.8675], [13.5453, 6.4493, 30.2286], [17.4735, 5.6263, 27.0729], [19.7541, 5.8566, 26.6809], [21.3717, 6.2027, 28.5459], [20.5275, 6.6808, 30.8157]],
  "atomic_forces_ev_per_a": [[0.41, 0.18, -0.08], [-0.45, 0.42, -0.50], [-0.32, 0.12, -0.22], [0.90, 0.79, 0.28], [-0.32, -0.84, -0.56], [-0.22, -0.14, 0.20], [0.35, 0.03, 0.47], [-0.13, -0.32, 0.00], [-0.36, -0.56, -0.01], [0.51, 0.39, -0.07], [-0.16, 0.03, 0.52], [-0.53, 0.51, 1.28], [0.76, 0.41, -1.98], [-0.49, 0.36, 1.22], [-0.01, -0.34, -0.43], [-0.61, 0.11, 0.74], [0.48, -0.64, 0.28], [0.52, 0.50, -0.19], [-0.23, -0.36, -0.04], [-1.70, -0.30, -0.41], [1.52, 0.06, 0.02], [-0.07, -0.12, -0.14], [-0.52, -1.77, 0.53], [0.44, 1.08, -0.16], [0.07, 0.21, -0.33], [0.71, 0.10, -0.28], [-0.21, -0.01, 0.27], [-0.11, -0.36, -0.32], [-0.37, -0.22, 0.02], [0.52, -0.42, -0.28], [0.07, 0.28, -0.22], [-0.72, 0.16, 0.39], [0.20, 0.20, 0.05], [0.10, 0.75, -0.16], [-0.05, -0.29, 0.11]],
  "homo_energy_ev": -12.137,
  "e_above_lowest_kj_mol": 40.2,
  "homo_lumo_gap_ha": 0.3145,
  "lumo_energy_ev": -3.58,
  "energy_ha": -1154.429670,
  "multiplicity": 1,
  "total_charge": 1
}